# 1
This record from the Open Molecules 2025 dataset describes a 12-piece molecular cluster, C4H33N3O12 overall in a non-equilibrium geometry. The level of theory is the ωB97M-V functional and the def2-TZVPD basis.

Structure (XYZ):
```
52
Properties=species:S:1:pos:R:3:forces:R:3:lowdin_charge:R:1
N -1.576710 2.385950 -2.696981 -0.50 0.10 -0.04 -0.008
C -0.229679 2.489629 -2.103268 -0.40 -0.15 -0.78 -0.259
C 0.090532 1.149773 -1.461726 -0.16 0.35 2.03 -0.187
C -0.640806 0.935205 -0.097649 -0.49 0.83 -0.51 -0.162
N -0.620056 2.129422 0.799806 0.44 -0.02 -0.44 0.046
C 0.588484 2.803312 1.004100 0.73 -1.18 1.31 -0.622
N 1.646805 1.920895 1.192372 -1.00 1.01 -0.53 0.167
O 0.706718 3.998974 1.160644 -0.36 0.28 -0.55 0.052
H -1.800702 3.158054 -3.312629 0.27 0.07 -0.01 0.060
H -2.330614 2.382468 -2.018426 0.20 -0.11 0.20 0.053
H -0.113461 3.356460 -1.444696 0.07 -0.20 0.19 0.099
H 0.407269 2.690003 -2.965915 0.35 -0.16 0.14 0.111
H -0.183084 0.338861 -2.109564 -0.15 -0.21 -0.22 0.083
H 1.109404 0.967785 -1.114671 0.30 0.53 -0.94 0.079
H -1.718014 0.787948 -0.218329 0.14 -0.52 -0.08 0.099
H -0.168839 0.053555 0.351290 -0.42 0.20 0.29 0.099
H -1.321790 2.810409 0.540355 -0.06 -0.06 0.07 0.125
H 1.420913 1.002360 1.548656 0.59 0.20 -0.23 0.051
H 2.492925 2.401398 1.442556 0.13 -0.34 0.32 0.114
O -4.426216 -0.400891 0.341284 -0.31 0.12 -0.15 -0.045
H -5.174960 -0.665317 -0.202996 0.09 0.02 -0.02 0.058
H -3.653461 -0.822959 -0.042225 0.16 -0.14 0.04 0.047
O 2.857646 -0.545487 -0.565746 0.47 0.57 -0.35 -0.079
H 2.953079 -0.115342 0.290041 -0.20 -0.29 0.07 0.011
H 2.455697 -1.421184 -0.430104 -0.09 -0.10 0.26 0.006
O -0.066445 -1.599849 3.142007 -0.10 -0.02 0.43 -0.067
H -0.639945 -0.820817 3.340903 0.04 0.20 -0.10 0.027
H -0.095374 -2.083070 3.973238 0.20 -0.13 0.10 0.075
O 0.604247 -3.237416 -2.538299 -0.43 0.19 -1.21 -0.063
H 0.779942 -2.350597 -2.936339 0.17 0.01 0.03 0.018
H -0.007416 -3.660894 -3.147271 0.06 -0.18 0.18 0.067
O 1.373783 -0.807078 -3.309294 -0.74 -1.43 0.00 -0.066
H 0.842393 -0.216529 -3.841422 0.72 0.53 0.03 0.062
H 2.272708 -0.552035 -3.027830 0.12 0.74 -0.53 0.014
O -1.036323 -2.782072 0.953789 0.11 -0.06 0.51 -0.085
H -0.644153 -2.680099 1.859917 -0.47 0.12 -0.74 0.019
H -0.802303 -3.661296 0.636636 -0.11 -0.06 0.12 0.048
O 4.010175 -0.279609 -2.919528 0.05 0.40 -0.87 -0.058
H 4.043479 0.049825 -2.012288 -0.06 -0.62 0.22 0.032
H 4.433360 -1.141608 -2.967235 0.06 0.11 0.38 0.062
O -1.315002 0.692858 3.922201 -0.09 -0.22 0.14 -0.055
H -2.282973 0.593370 3.900552 0.10 0.04 -0.22 0.022
H -1.154264 1.315659 3.206372 0.12 0.25 -0.26 0.036
O 1.433213 -2.884067 -0.205111 0.59 0.52 1.20 -0.082
H 1.234046 -2.951687 -1.152157 -0.32 -0.46 0.09 -0.028
H 0.617172 -2.542370 0.208765 0.15 -0.13 -0.41 0.002
O 2.398540 -0.607744 2.076350 -0.61 -0.52 0.76 -0.074
H 1.755565 -0.482947 2.793967 0.31 0.07 0.15 0.041
H 2.089164 -1.477471 1.782356 0.36 -0.06 -0.31 0.043
O -3.894781 0.323667 2.940467 -0.32 0.09 0.30 -0.058
H -4.318206 0.431452 2.074993 0.32 -0.16 -0.05 0.017
H -4.401681 -0.378858 3.358082 -0.01 -0.02 0.00 0.054
```
Forces are in eV/Å.

Computed properties:
E_HOMO: -9.4 eV
SMILES: NCCCNC(N)=O.O.O.O.O.O.O.O.O.O.O.O
LUMO level: 0.1 eV
Multiplicity: 1
Charge: 0

=====

# 2
This record from the Open Molecules 2025 dataset describes one molecule with the formula C3H2N4O in a non-equilibrium geometry. The level of theory is the ωB97M-V functional and the def2-TZVPD basis.

Structure (XYZ):
```
10
Properties=species:S:1:pos:R:3:forces:R:3:lowdin_charge:R:1
O 0.037048 1.656178 -1.237393 -3.32 -6.42 0.50 0.058
C -0.293683 0.400250 -1.074186 -0.11 7.29 -0.11 -0.268
C 0.833082 -0.466483 -0.947101 -0.72 -2.83 -6.96 -0.201
N 1.381824 -0.629087 0.100337 2.58 -0.34 6.34 0.054
N 0.912210 0.129847 1.177159 -2.71 -1.27 -0.02 0.071
C -0.396126 0.074704 1.430249 3.37 0.89 -1.59 -0.157
N -1.496551 -0.520729 0.710636 -0.25 1.08 -2.74 0.043
N -1.651884 -0.315818 -0.567323 3.24 0.73 2.96 0.141
H 1.228197 -1.120986 -1.798067 -0.79 1.16 0.79 0.156
H -0.554115 0.792125 2.205689 -1.30 -0.29 0.81 0.103
```
Forces are in eV/Å.

Computed properties:
E_HOMO: -10.3 eV
SMILES: O=c1cnncnn1
LUMO level: -1.5 eV
Multiplicity: 1
Charge: 0

=====

# 3
This record from the Open Molecules 2025 dataset describes an isolated ion of composition C6H15N2 and charge +1 in a non-equilibrium geometry. The level of theory is the ωB97M-V functional and the def2-TZVPD basis.

Structure (XYZ):
```
23
Properties=species:S:1:pos:R:3:forces:R:3:lowdin_charge:R:1
C 0.792568 -2.134465 -0.498977 0.94 -0.10 -0.57 -0.054
C 0.376973 -0.739883 -0.857747 0.26 0.65 0.96 -0.302
C 1.280272 0.132229 -1.347238 -0.38 -0.50 -0.26 -0.211
N 2.592173 -0.125214 -1.626258 0.07 0.16 0.12 0.098
C -1.009887 -0.273127 -0.421543 0.51 0.57 -0.24 -0.095
C -1.118861 1.021459 0.450141 0.67 -1.14 0.40 -0.299
C -2.274169 0.964336 1.415307 -1.30 0.69 0.89 -0.044
N 0.169287 1.114943 1.256151 -0.85 -0.29 0.18 0.216
H 1.711032 -2.167389 0.104300 -0.29 0.16 0.38 0.086
H 0.022360 -2.726078 -0.033563 -0.23 -0.11 0.22 0.076
H 1.127213 -2.670801 -1.387128 -0.28 -0.16 -0.30 0.090
H 0.952952 1.128948 -1.581874 0.02 0.46 -0.21 0.129
H 3.135222 0.530360 -2.158218 -0.02 -0.10 0.02 0.102
H 2.985324 -1.033002 -1.465592 0.02 -0.08 -0.13 0.089
H -1.417014 -1.073097 0.183725 -0.45 -0.17 -0.21 0.105
H -1.604782 -0.075649 -1.309727 -0.49 -0.29 0.09 0.133
H -1.118362 1.918246 -0.135293 -0.06 0.45 -0.44 0.143
H -2.148994 1.441649 2.403287 0.61 -0.04 -0.39 0.098
H -2.618101 -0.033576 1.632753 0.20 -0.56 -0.03 0.083
H -3.177610 1.476189 1.081331 0.18 0.02 -0.58 0.099
H 0.932474 0.888489 0.621084 0.56 0.00 -0.31 0.120
H 0.174020 0.413023 1.990911 -0.01 -0.14 0.18 0.175
H 0.235911 2.022410 1.684168 0.33 0.50 0.23 0.165
```
Forces are in eV/Å.

Computed properties:
E_HOMO: -11.7 eV
SMILES: C/C(=C\N)C[C@@H](C)[NH3+]
LUMO level: -3.1 eV
Multiplicity: 1
Charge: +1

=====

# 4
This record from the Open Molecules 2025 dataset describes a 8-piece molecular cluster, C24H72N8O12 overall in a non-equilibrium geometry. The level of theory is the ωB97M-V functional and the def2-TZVPD basis.

Structure (XYZ):
```
116
Properties=species:S:1:pos:R:3:forces:R:3:lowdin_charge:R:1
C 20.452125 -4.395644 24.514878 -1.76 -0.69 0.17 -0.006
C 19.208455 -4.865914 25.336443 1.07 0.70 -1.19 -0.284
C 18.397448 -5.907095 24.564801 1.42 -0.90 -0.77 -0.156
O 19.193579 -7.107742 24.591553 -0.01 -0.50 0.54 -0.229
C 18.474894 -8.331733 24.325934 -0.25 1.07 0.39 -0.054
N 19.679488 -5.464178 26.644741 -1.35 0.00 -0.42 0.238
H 20.431467 -4.929089 27.081490 -0.11 -0.02 0.12 0.186
H 18.835398 -5.501040 27.223499 0.51 0.03 0.61 0.181
H 19.955192 -6.436670 26.457187 0.23 0.11 -0.10 0.163
H 20.765774 -3.415157 24.856324 0.59 -0.19 0.12 0.099
H 20.050461 -4.281246 23.508767 0.33 0.22 -0.12 0.083
H 21.169469 -5.211415 24.488134 0.48 0.36 0.07 0.093
H 18.609380 -3.975458 25.518649 -0.16 -0.18 0.44 0.160
H 18.479594 -5.672113 23.499249 -0.92 0.77 0.18 0.128
H 17.362801 -6.031979 24.893272 0.09 -0.15 0.14 0.138
H 17.978615 -8.565932 25.268829 -0.28 -0.55 -0.23 0.093
H 19.144591 -9.122531 24.004220 0.29 0.16 0.17 0.085
H 17.752819 -8.168338 23.523025 -0.09 -0.05 0.03 0.079
C 23.713632 -7.946631 16.230490 -0.70 0.05 -0.38 -0.015
C 23.741900 -8.637652 17.577916 -0.13 0.11 0.67 -0.274
C 24.062850 -7.685964 18.738994 0.16 -0.74 -0.87 -0.209
O 23.005969 -6.795342 18.910556 -0.28 0.00 -0.08 -0.214
C 23.341973 -5.667361 19.712742 -0.70 0.18 -0.35 -0.062
N 22.395018 -9.311437 17.855637 -1.08 -1.31 0.98 0.221
H 22.458524 -10.321583 18.038414 0.61 0.07 -0.70 0.173
H 21.878892 -9.087756 18.727102 0.62 1.06 -0.48 0.161
H 21.695582 -9.236650 17.100086 -0.17 0.25 -0.46 0.106
H 24.704277 -7.815969 15.801952 0.11 0.03 0.27 0.106
H 23.214892 -6.980181 16.310318 0.17 0.09 0.08 0.095
H 23.134295 -8.498675 15.486563 0.10 -0.23 0.07 0.094
H 24.475590 -9.439604 17.615579 0.00 -0.06 -0.16 0.155
H 24.982387 -7.215116 18.381013 0.12 0.35 0.44 0.145
H 24.259145 -8.250242 19.653021 0.16 -0.02 0.16 0.137
H 23.241685 -5.892096 20.779026 0.52 -0.11 -0.03 0.092
H 22.579988 -4.918429 19.489240 0.19 0.10 -0.05 0.089
H 24.317947 -5.293289 19.403616 0.04 0.11 0.41 0.105
C 20.994191 -13.430916 23.807945 0.34 0.74 0.06 -0.013
C 19.499998 -13.358861 24.079580 -1.18 -1.25 -0.30 -0.278
C 18.993835 -12.454506 25.182223 0.93 2.00 1.73 -0.194
O 17.661416 -11.976735 25.149394 -0.40 -0.94 -0.89 -0.215
C 16.826311 -12.375779 26.242660 0.36 -0.63 0.14 -0.063
N 18.766976 -13.143757 22.743293 0.64 0.90 0.11 0.234
H 18.688909 -12.144851 22.501058 0.05 0.13 -0.11 0.120
H 19.368531 -13.572826 22.038016 -0.32 -0.03 -0.19 0.156
H 17.834246 -13.550273 22.706181 0.09 -0.04 0.19 0.166
H 21.216069 -14.010829 22.910082 -0.11 -0.27 0.16 0.094
H 21.557983 -13.860050 24.633850 -0.27 -0.22 0.09 0.109
H 21.456832 -12.453970 23.642001 -0.32 0.15 0.01 0.097
H 19.120801 -14.348270 24.343779 0.33 -0.21 -0.02 0.158
H 19.565193 -11.530911 25.341077 0.53 -0.06 -0.93 0.133
H 19.248816 -12.927872 26.137086 -0.42 -0.55 -0.13 0.147
H 15.785902 -12.390405 25.926972 0.01 0.32 -0.06 0.078
H 16.983469 -11.716329 27.095511 -0.15 0.06 0.01 0.102
H 17.058688 -13.399088 26.545626 0.05 0.03 0.07 0.102
C 15.028989 -9.862993 24.214855 0.84 -0.77 -0.76 -0.033
C 13.619397 -10.264294 23.822227 -0.19 0.53 0.94 -0.301
C 12.625202 -9.119338 23.805217 -0.09 1.38 -0.95 -0.201
O 11.438521 -9.490134 23.177370 0.45 -1.46 -0.48 -0.194
C 10.498537 -8.480805 22.886929 -1.21 0.64 1.04 -0.067
N 13.631309 -10.914283 22.463404 -1.51 -0.51 -0.24 0.235
H 14.223817 -11.741990 22.392800 0.27 0.27 0.09 0.168
H 12.660629 -11.244266 22.327631 0.07 0.12 -0.02 0.176
H 13.777424 -10.289593 21.665045 0.44 0.18 0.32 0.180
H 15.141499 -9.332582 25.155265 -0.40 -0.16 0.14 0.105
H 15.584989 -9.303578 23.455832 -0.59 0.37 -0.18 0.075
H 15.621878 -10.783026 24.230510 0.06 0.04 0.55 0.060
H 13.214880 -11.007190 24.511502 0.21 -0.32 -0.16 0.167
H 13.099229 -8.326189 23.196373 -0.05 0.25 0.31 0.141
H 12.398764 -8.723978 24.801347 0.49 -0.16 0.12 0.157
H 9.624912 -8.957081 22.447938 0.36 -0.05 -0.58 0.105
H 10.886822 -7.637605 22.311926 0.17 -0.31 -0.29 0.099
H 10.056232 -8.062734 23.803528 0.49 0.02 0.13 0.105
C 19.491957 -6.588161 19.667152 0.26 0.35 0.32 -0.030
C 18.246541 -6.610361 18.814145 0.35 -0.70 -0.63 -0.313
C 18.094952 -5.322857 18.004832 0.27 0.28 1.01 -0.215
O 16.996703 -5.331334 17.153613 -0.39 -0.11 -0.05 -0.151
C 15.788458 -4.970782 17.827728 0.24 0.45 0.11 -0.060
N 18.383432 -7.715162 17.788830 -0.73 -0.25 0.20 0.209
H 19.100871 -7.496642 17.091227 -0.03 -0.31 -0.17 0.137
H 18.569927 -8.669673 18.142387 0.27 0.31 0.25 0.097
H 17.493377 -7.820418 17.293287 0.23 0.35 -0.32 0.167
H 20.334776 -6.344754 19.018829 0.26 -0.16 0.16 0.081
H 19.696042 -7.492168 20.243869 -0.12 -0.29 -0.39 0.079
H 19.447287 -5.810479 20.431968 -0.18 0.22 -0.22 0.089
H 17.348853 -6.822945 19.391337 -0.05 -0.03 -0.01 0.142
H 18.994342 -5.113271 17.422430 0.03 -0.25 -0.16 0.150
H 18.083460 -4.556459 18.793048 -0.39 0.40 -0.37 0.141
H 15.864028 -3.932960 18.161838 0.05 -0.07 0.24 0.103
H 15.640013 -5.641588 18.677796 -0.29 0.10 0.07 0.077
H 14.931567 -4.993341 17.161269 0.22 -0.39 -0.27 0.102
C 17.851422 -13.104877 18.595480 -0.02 0.64 0.93 -0.029
C 16.507510 -13.136237 17.887533 0.81 -1.60 -1.00 -0.297
C 15.282917 -13.646580 18.633163 -0.81 0.96 -0.37 -0.178
O 14.229303 -13.449612 17.704113 -0.13 0.95 0.83 -0.203
C 12.939755 -13.746810 18.241240 -1.18 -0.72 -1.68 -0.068
N 16.193298 -11.835830 17.218483 -1.12 0.41 -0.60 0.234
H 15.376571 -11.953202 16.598680 0.33 -0.53 -0.05 0.175
H 15.822122 -11.101617 17.828880 0.84 -0.06 0.38 0.168
H 16.973133 -11.484407 16.633699 0.32 0.22 0.25 0.118
H 18.374000 -14.059034 18.624332 -0.50 -0.25 0.04 0.099
H 17.666973 -12.720158 19.606815 0.24 -0.27 0.12 0.052
H 18.586538 -12.412322 18.181657 -0.40 0.06 -0.43 0.078
H 16.591878 -13.850162 17.064090 0.11 0.28 -0.27 0.169
H 15.105816 -13.018870 19.523129 0.03 -0.14 0.17 0.116
H 15.254629 -14.703791 18.899792 0.85 -0.02 0.20 0.151
H 12.642653 -14.660063 17.716215 -0.03 -0.45 0.87 0.109
H 12.154521 -13.082671 17.865160 0.59 0.64 0.05 0.096
H 12.827002 -13.789112 19.323195 0.55 -0.21 0.05 0.085
N 19.522765 -10.026861 15.346130 0.38 -0.97 -1.89 -0.561
O 20.084148 -10.244165 14.290878 -0.06 0.12 0.45 0.079
O 19.993720 -9.109389 16.101808 -0.43 -0.12 1.17 -0.126
O 18.502570 -10.717710 15.642788 0.07 0.90 1.16 -0.074
N 18.341175 -10.363314 20.486206 0.37 0.58 0.19 -0.590
O 18.336203 -10.223596 19.240540 -0.20 0.10 0.53 -0.078
O 17.258688 -10.406890 21.126760 0.36 -0.38 -0.27 -0.082
O 19.437749 -10.430488 21.101399 -0.81 -0.36 -0.23 -0.055
```
Forces are in eV/Å.

Computed properties:
E_HOMO: -16.5 eV
LUMO level: -9.0 eV
Multiplicity: 1
Charge: +4